# 1
Here is C21H27N3O2S as an isolated structure in a non-equilibrium geometry from OMol25. Energies are from the ωB97M-V functional and the def2-TZVPD basis.

Geometry (Å):
C -3.177 -1.408 7.942
H -3.621 -0.507 7.478
O -1.937 -1.268 8.222
C -1.001 -1.188 7.058
C 0.442 -0.904 7.344
C 1.370 -1.082 6.170
C 1.023 -1.249 4.824
C -0.610 -1.181 4.618
C -1.509 -1.215 5.639
H -2.477 -1.363 5.517
C -1.140 -1.468 3.130
C -2.367 -1.536 2.694
S -2.224 -1.487 1.165
C -0.642 -1.430 1.061
N -0.104 -1.120 2.253
N 0.222 -1.425 -0.162
C 1.630 -0.793 0.014
H 2.156 -1.378 -0.836
C 1.299 0.679 -0.306
N 0.791 0.796 -1.714
C 1.463 1.505 -2.730
O 2.677 1.539 -2.725
C 0.696 1.526 -4.068
C 1.511 2.574 -4.911
C 0.544 3.072 -6.186
C 0.789 1.609 -6.897
C 0.300 0.586 -6.133
C 0.646 0.272 -4.839
H 1.948 -0.034 -5.059
H 0.369 -0.543 -4.258
H 0.064 -0.423 -6.772
H -0.941 0.895 -6.054
H 1.833 1.305 -7.153
H 0.437 1.849 -7.917
H 1.385 3.746 -6.736
H -0.403 3.120 -6.050
H 2.427 2.609 -4.894
H 1.532 3.418 -4.282
H -0.296 1.892 -3.882
C -0.619 0.279 -1.827
H -1.032 0.766 -0.817
C -0.463 -1.325 -1.535
H 0.109 -1.628 -2.207
H -1.399 -1.483 -1.333
H -1.121 0.609 -2.736
H 0.918 1.224 0.569
H 2.551 1.077 -0.365
H 2.008 -0.976 1.095
H -3.287 -1.721 3.377
H 1.504 -1.201 3.925
H 2.248 -0.983 6.431
H 0.620 -1.012 8.296
H -3.610 -2.241 7.585
H -3.534 -1.375 8.977

Its relative energy (zero: lowest compared OMol25 entry of this formula, charge and spin) is 429.0 kcal per mole. Its HOMO energy is -7.91 eV. Its energy is -41599.2337 eV.

=====

# 2
Here is an isolated molecule of C21H27N3O4 in a non-equilibrium geometry from OMol25. Energies are from the ωB97M-V functional and the def2-TZVPD basis.

Geometry (Å):
C -2.174 -4.459 -1.399
C -2.489 -4.043 0.030
O -1.953 -2.751 0.330
C -2.664 -1.692 -0.065
O -3.725 -1.787 -0.628
C -1.979 -0.357 0.244
C -3.081 0.719 0.093
C -2.798 2.135 0.619
C -1.621 2.825 -0.013
C -1.668 3.202 -1.352
C -0.585 3.816 -1.954
C 0.563 4.073 -1.223
C 0.613 3.726 0.116
C -0.472 3.110 0.716
C -0.895 -0.160 -0.840
C 0.364 -0.984 -0.571
N 0.870 -0.664 0.744
C 1.830 0.228 1.044
O 2.105 0.540 2.189
C 2.651 0.789 -0.126
C 3.582 -0.265 -0.585
N 3.430 -0.983 -1.663
O 4.449 -1.860 -1.696
N 5.252 -1.706 -0.632
C 4.764 -0.737 0.086
C 5.341 -0.238 1.350
C -0.042 -1.098 1.783
C -1.365 -0.339 1.655
H -1.100 -4.447 -1.572
H -2.653 -3.777 -2.098
H -2.549 -5.463 -1.576
H -3.572 -4.020 0.186
H -2.022 -4.717 0.751
H -3.972 0.356 0.610
H -3.333 0.776 -0.967
H -3.695 2.724 0.407
H -2.677 2.117 1.703
H -2.562 3.006 -1.927
H -0.637 4.097 -2.996
H 1.410 4.551 -1.693
H 1.496 3.935 0.701
H -0.417 2.853 1.764
H -1.307 -0.423 -1.816
H -0.619 0.893 -0.863
H 1.113 -0.803 -1.340
H 0.127 -2.051 -0.575
H 3.221 1.631 0.269
H 2.012 1.130 -0.938
H 4.551 -0.103 2.088
H 6.085 -0.938 1.720
H 5.816 0.728 1.182
H 0.415 -0.877 2.749
H -0.190 -2.175 1.690
H -2.084 -0.738 2.373
H -1.157 0.696 1.919

Its relative energy (zero: lowest compared OMol25 entry of this formula, charge and spin) is 56.8 kcal per mole. Its HOMO energy is -9.18 eV. Its energy is -34874.9113 eV.

=====

# 3
Here is a 2-piece molecular cluster, C21H27N5O3S overall in a non-equilibrium geometry from OMol25. Energies are from the ωB97M-V functional and the def2-TZVPD basis.

Geometry (Å):
O 2.191 -8.659 3.058
C 2.954 -8.078 4.123
C 3.325 -6.636 3.856
C 4.270 -5.961 4.772
C 4.634 -4.641 4.561
N 4.098 -3.947 3.479
N 4.335 -2.664 3.143
C 3.601 -2.517 2.058
C 3.533 -1.256 1.298
C 4.196 -0.101 1.752
C 4.136 1.092 1.024
C 3.414 1.145 -0.171
C 2.746 0.009 -0.633
C 2.804 -1.183 0.096
N 2.895 -3.659 1.681
C 3.222 -4.530 2.590
C 2.815 -5.921 2.779
H 1.958 -9.581 3.260
H 2.381 -8.129 5.054
H 3.872 -8.659 4.261
H 4.685 -6.500 5.618
H 5.324 -4.125 5.218
H 4.762 -0.129 2.680
H 4.649 1.977 1.387
H 3.366 2.072 -0.733
H 2.173 0.053 -1.554
H 2.276 -2.057 -0.276
H 2.119 -6.370 2.078
C -6.246 4.149 -1.233
N -5.633 2.928 -0.723
C -4.565 2.222 -1.118
O -4.334 1.206 -0.477
C -3.674 2.512 -2.360
C -2.257 2.998 -1.984
C -1.369 1.955 -1.294
S 0.152 2.635 -0.573
C 0.966 3.325 -2.038
N -4.217 3.321 -3.473
C -4.279 4.651 -3.579
C -4.952 5.181 -4.824
O -3.825 5.435 -2.759
H -6.547 4.023 -2.272
H -5.556 4.987 -1.131
H -7.137 4.379 -0.646
H -6.059 2.535 0.103
H -3.523 1.525 -2.797
H -1.746 3.324 -2.889
H -2.350 3.857 -1.319
H -1.921 1.488 -0.480
H -1.107 1.179 -2.013
H 1.933 3.738 -1.752
H 1.112 2.540 -2.780
H 0.355 4.123 -2.460
H -4.622 2.803 -4.234
H -5.995 4.868 -4.835
H -4.898 6.269 -4.816
H -4.437 4.799 -5.703

Its relative energy (zero: lowest compared OMol25 entry of this formula, charge and spin) is 34.7 kcal per mole. Its HOMO energy is -8.10 eV. Its energy is -46643.6174 eV.

=====

# 4
Here is an isolated molecule of C21H27NO4 in a non-equilibrium geometry from OMol25. Energies are from the ωB97M-V functional and the def2-TZVPD basis.

Geometry (Å):
C -6.300 6.706 -2.521
C -5.171 6.966 -2.012
C -4.132 5.923 -2.068
O -3.306 5.834 -0.818
C -2.335 4.912 -0.375
C -1.865 4.862 1.075
C -0.911 4.018 1.116
C -0.238 3.205 0.196
C 0.754 2.423 0.729
C 1.648 1.629 -0.170
C 2.740 0.851 0.696
O 3.126 1.020 1.787
O 3.391 0.141 -0.285
C 4.309 -0.613 -0.023
C 4.011 -2.202 0.662
O 4.780 -2.865 1.035
N 2.736 -2.457 0.452
C 2.140 -3.608 0.627
C 1.119 -3.317 1.552
C 0.391 -4.733 2.237
C -0.404 -5.613 1.675
C -0.206 -5.666 0.114
C 1.175 -5.890 -0.423
C 1.866 -4.474 -0.602
C -0.691 3.386 -1.047
C -1.915 3.978 -1.399
H -7.069 7.400 -2.630
H -6.605 5.881 -3.290
H -4.937 7.721 -1.477
H -4.331 4.925 -2.394
H -3.187 6.055 -2.619
H -2.570 5.431 1.495
H -0.551 4.221 2.298
H 1.134 2.626 1.803
H 1.447 1.669 -1.139
H 5.100 -0.743 -0.646
H 4.967 -0.197 0.844
H 2.081 -1.829 -0.433
H 2.986 -4.298 1.184
H 1.315 -2.704 2.303
H 0.281 -3.009 0.980
H 1.427 -5.128 2.701
H 0.039 -4.519 3.486
H -1.496 -5.218 1.699
H -0.495 -6.719 2.110
H -0.730 -6.604 -0.465
H -0.713 -4.864 -0.226
H 1.387 -6.434 -1.401
H 1.622 -6.453 0.407
H 2.996 -4.587 -1.124
H 1.350 -3.888 -1.261
H -0.060 2.846 -1.888
H -2.096 4.000 -2.529

Its relative energy (zero: lowest compared OMol25 entry of this formula, charge and spin) is 425.0 kcal per mole. Its HOMO energy is -7.85 eV. Its energy is -31878.9665 eV.

=====

Let's list HOMO-LUMO gap in order: 8.3, 9.9, 8.7, 7.5 eV.